1.
2 unconnected molecules or ions with the total composition C19H16F2N2, computed with wB97M-V/def2-TZVPD.

- DFT total energy (Ha) = -1042.7138
- energy above the lowest of the compared OMol25 structures with the same formula, charge and spin (eV) = 0.225
- HOMO (eV) = -5.5
- HOMO-LUMO gap (eV) = 1.97
- spin multiplicity = 1

Geometry (Å):
F (-3.050, -3.052, -4.566)
C (-2.221, -3.425, -3.530)
C (-1.689, -4.708, -3.553)
C (-0.855, -5.079, -2.493)
C (-0.535, -4.189, -1.468)
C (-1.031, -2.852, -1.489)
C (-0.619, -1.912, -0.490)
C (-1.117, -0.622, -0.352)
C (-0.499, 0.410, 0.346)
C (-1.066, 1.724, 0.441)
C (-2.418, 1.983, 0.056)
C (-2.859, 3.300, 0.031)
F (-4.135, 3.542, -0.414)
C (-2.069, 4.374, 0.422)
C (-0.766, 4.103, 0.877)
C (-0.261, 2.808, 0.903)
C (-1.937, -2.496, -2.528)
H (-1.919, -5.389, -4.368)
H (-0.441, -6.084, -2.459)
H (0.094, -4.487, -0.623)
H (0.100, -2.253, 0.271)
H (-2.089, -0.392, -0.794)
H (0.477, 0.266, 0.820)
H (-3.099, 1.178, -0.196)
H (-2.475, 5.390, 0.364)
H (-0.139, 4.927, 1.195)
H (0.743, 2.571, 1.254)
H (-2.395, -1.500, -2.555)
C (2.738, 1.209, 3.964)
C (3.252, 1.091, 2.609)
N (4.594, 0.996, 2.407)
C (4.771, 0.923, 1.072)
C (3.477, 0.997, 0.450)
N (2.527, 1.083, 1.436)
H (1.647, 1.304, 3.988)
H (3.050, 0.331, 4.552)
H (3.192, 2.086, 4.454)
H (5.736, 0.824, 0.587)
H (3.290, 1.019, -0.619)

Here are the Mulliken charges for atoms 1 to 8, given in e: atom 1 (F): -0.301, atom 2 (C): 0.290, atom 3 (C): -0.518, atom 4 (C): -0.395, atom 5 (C): -0.691, atom 6 (C): 1.108, atom 7 (C): -0.348, atom 8 (C): -0.588

=====

2.
A molecular structure, C59H48IN3O3PReS3, computed with wB97M-V/def2-TZVPD.

- DFT total energy (Ha) = -4578.1069
- energy above the lowest of the compared OMol25 structures with the same formula, charge and spin (eV) = 0.000
- HOMO (spin up / spin down) (eV) = -14.5 / -14.5
- HOMO-LUMO gap (spin up / spin down) (eV) = 6.85 / 4.21
- net charge = +3
- spin multiplicity = 4

Geometry (Å):
Re (-1.336, 1.088, -1.342)
C (-6.552, 2.405, 1.557)
C (-5.682, 3.242, 2.246)
C (-4.350, 3.317, 1.876)
C (-3.880, 2.547, 0.805)
C (-4.759, 1.705, 0.118)
C (-6.092, 1.637, 0.495)
P (-2.174, 2.739, 0.258)
C (-1.239, 3.132, 1.742)
C (-1.479, 2.406, 2.910)
C (-0.909, 2.823, 4.104)
C (-0.115, 3.964, 4.137)
C (0.151, 4.668, 2.972)
C (-0.391, 4.241, 1.766)
C (-2.087, 4.277, -0.710)
C (-2.571, 5.506, -0.234)
C (-2.471, 6.640, -1.011)
C (-1.917, 6.555, -2.293)
C (-1.497, 5.324, -2.805)
C (-1.108, 5.206, -4.156)
C (-0.887, 3.936, -4.725)
C (-0.976, 2.806, -3.953)
C (-1.216, 2.868, -2.543)
C (-1.559, 4.161, -1.996)
H (-7.593, 2.346, 1.852)
H (-6.042, 3.832, 3.081)
H (-3.677, 3.959, 2.433)
H (-4.405, 1.091, -0.695)
H (-6.773, 0.983, -0.040)
H (-2.137, 1.543, 2.891)
H (-1.113, 2.277, 5.017)
H (0.296, 4.306, 5.081)
H (0.775, 5.554, 3.000)
H (-0.193, 4.806, 0.861)
H (-3.036, 5.567, 0.746)
H (-2.837, 7.589, -0.635)
H (-1.846, 7.441, -2.918)
H (-1.042, 6.101, -4.768)
H (-0.669, 3.844, -5.783)
H (-0.861, 1.847, -4.438)
C (4.858, 1.441, 5.152)
C (4.015, 1.083, 3.954)
C (4.082, -0.177, 3.373)
C (3.381, -0.479, 2.212)
C (2.560, 0.487, 1.644)
C (2.468, 1.751, 2.215)
C (3.177, 2.034, 3.365)
S (1.897, 0.330, 0.011)
O (0.392, 0.735, 0.108)
C (2.142, -1.428, -0.306)
C (3.110, -1.580, -1.343)
C (3.485, -2.814, -1.762)
C (2.870, -3.972, -1.219)
C (3.163, -5.261, -1.729)
C (2.537, -6.361, -1.232)
C (1.596, -6.229, -0.179)
C (1.314, -5.008, 0.352)
C (1.935, -3.832, -0.160)
C (1.602, -2.528, 0.341)
C (0.735, -2.441, 1.576)
C (1.224, -2.918, 2.836)
C (2.526, -3.460, 2.999)
C (2.946, -3.904, 4.213)
C (2.098, -3.829, 5.346)
C (0.851, -3.303, 5.228)
C (0.380, -2.834, 3.978)
C (-0.927, -2.285, 3.863)
C (-1.393, -1.852, 2.668)
C (-0.545, -1.966, 1.538)
S (-1.159, -1.381, 0.006)
O (-2.092, -0.175, 0.355)
C (-2.235, -2.650, -0.605)
C (-3.568, -2.354, -0.841)
C (-4.368, -3.308, -1.470)
C (-3.851, -4.534, -1.869)
C (-4.724, -5.576, -2.532)
C (-2.500, -4.792, -1.626)
C (-1.683, -3.855, -1.017)
H (5.365, 0.569, 5.563)
H (4.256, 1.896, 5.942)
H (5.620, 2.170, 4.869)
H (4.710, -0.940, 3.823)
H (3.493, -1.455, 1.763)
H (1.842, 2.504, 1.755)
H (3.106, 3.026, 3.808)
H (3.556, -0.690, -1.781)
H (4.251, -2.930, -2.527)
H (3.890, -5.355, -2.532)
H (2.756, -7.343, -1.638)
H (1.100, -7.111, 0.212)
H (0.601, -4.934, 1.165)
H (3.190, -3.548, 2.148)
H (3.939, -4.331, 4.315)
H (2.442, -4.202, 6.303)
H (0.195, -3.235, 6.091)
H (-1.557, -2.231, 4.749)
H (-2.394, -1.449, 2.561)
H (-3.989, -1.414, -0.508)
H (-5.418, -3.088, -1.647)
H (-5.702, -5.177, -2.798)
H (-4.879, -6.424, -1.858)
H (-4.249, -5.972, -3.431)
H (-2.079, -5.747, -1.927)
H (-0.633, -4.075, -0.854)
I (0.256, -0.344, -3.152)
O (-3.660, 0.551, -2.949)
N (-2.757, 0.798, -2.314)
S (2.546, 1.632, -3.199)
C (3.292, 1.144, -4.678)
N (2.685, 0.610, -5.732)
C (3.621, 0.299, -6.842)
C (4.971, 0.777, -6.268)
N (4.588, 1.256, -4.917)
H (1.711, 0.369, -5.730)
H (3.340, 0.844, -7.736)
H (3.617, -0.762, -7.066)
H (5.410, 1.578, -6.852)
H (5.692, -0.028, -6.187)
H (5.227, 1.708, -4.286)

Here are the Mulliken charges for atoms 1 to 8, given in e: atom 1 (Re): -0.038, atom 2 (C): -0.691, atom 3 (C): -0.889, atom 4 (C): -0.547, atom 5 (C): 1.174, atom 6 (C): -0.017, atom 7 (C): -0.880, atom 8 (P): 1.497

=====

3.
A molecular structure, C4H4BeO, computed with wB97M-V/def2-TZVPD.

- DFT total energy (Ha) = -244.6682
- HOMO (spin up / spin down) (eV) = -1.0 / -2.9
- HOMO-LUMO gap (spin up / spin down) (eV) = 5.15 / 7.00
- net charge = -1
- spin multiplicity = 2

Geometry (Å):
H (2.120, -1.270, 1.603)
C (1.220, -0.842, 1.181)
C (0.424, 0.110, 1.276)
C (-0.464, 1.062, 0.674)
H (-0.093, 2.092, 0.773)
H (-1.502, 0.933, 1.011)
C (-0.398, 0.583, -1.082)
O (-1.033, -0.603, -1.308)
Be (0.658, -0.686, -1.222)
H (-0.875, 1.432, -1.628)

Here are the Mulliken charges for atoms 1 to 8, given in e: atom 1 (H): 0.380, atom 2 (C): -0.494, atom 3 (C): 0.040, atom 4 (C): -0.931, atom 5 (H): 0.282, atom 6 (H): 0.244, atom 7 (C): 0.185, atom 8 (O): -0.403

=====

4.
6 unconnected molecules or ions with the total composition C10H30FO5, computed with wB97M-V/def2-TZVPD.

- DFT total energy (Ha) = -874.9548
- energy above the lowest of the compared OMol25 structures with the same formula, charge and spin (eV) = 5.193
- HOMO (eV) = -3.6
- HOMO-LUMO gap (eV) = 6.49
- net charge = -1
- spin multiplicity = 1

Geometry (Å):
F (13.618, -16.253, 28.470)
C (14.000, -10.937, 25.918)
C (12.684, -11.443, 26.437)
O (12.517, -12.745, 25.874)
H (14.466, -10.104, 26.446)
H (14.152, -10.915, 24.839)
H (14.807, -11.646, 26.101)
H (11.941, -10.828, 25.929)
H (12.594, -11.279, 27.511)
H (12.964, -13.287, 26.528)
C (18.172, -17.439, 21.949)
C (16.726, -16.938, 22.071)
O (16.219, -16.953, 23.397)
H (18.914, -16.683, 22.207)
H (18.271, -17.703, 20.896)
H (18.420, -18.334, 22.519)
H (16.058, -17.615, 21.539)
H (16.535, -15.979, 21.588)
H (15.706, -16.144, 23.453)
C (7.947, -16.699, 32.638)
C (8.850, -16.182, 31.577)
O (10.066, -15.754, 31.970)
H (7.108, -17.219, 32.176)
H (7.456, -15.869, 33.145)
H (8.397, -17.358, 33.381)
H (8.349, -15.355, 31.074)
H (9.100, -17.049, 30.966)
H (10.713, -15.672, 31.265)
C (12.231, -19.713, 35.309)
C (13.205, -19.827, 34.209)
O (12.823, -19.624, 32.870)
H (12.756, -20.131, 36.167)
H (11.278, -20.158, 35.023)
H (12.115, -18.672, 35.609)
H (13.623, -20.829, 34.311)
H (13.993, -19.076, 34.264)
H (12.410, -18.759, 32.815)
C (19.044, -12.697, 30.724)
C (17.700, -13.317, 30.449)
O (17.602, -14.040, 29.272)
H (19.123, -12.270, 31.724)
H (19.278, -11.935, 29.980)
H (19.860, -13.353, 30.422)
H (16.976, -12.507, 30.360)
H (17.323, -13.847, 31.324)
H (16.764, -14.502, 29.196)

Here are the Mulliken charges for atoms 1 to 8, given in e: atom 1 (F): -0.980, atom 2 (C): -0.952, atom 3 (C): -0.292, atom 4 (O): -0.509, atom 5 (H): 0.352, atom 6 (H): 0.282, atom 7 (H): 0.278, atom 8 (H): 0.205

=====

5.
C2H2FN3O in the gas phase, computed with wB97M-V/def2-TZVPD.

- DFT total energy (Ha) = -416.5835
- energy above the lowest of the compared OMol25 structures with the same formula, charge and spin (eV) = 4.724
- HOMO (eV) = -8.7
- HOMO-LUMO gap (eV) = 8.18
- spin multiplicity = 1

Geometry (Å):
C (1.243, -0.568, -0.411)
C (-1.356, 0.639, 0.021)
N (0.371, -1.305, 0.028)
N (-1.705, -0.559, 0.273)
N (-0.810, -1.559, 0.202)
O (2.400, 0.025, -0.219)
F (-2.268, 1.591, -0.223)
H (-0.452, 1.171, -0.196)
H (2.578, 0.565, 0.524)

Here are the Mulliken charges for atoms 1 to 8, given in e: atom 1 (C): 0.297, atom 2 (C): 0.210, atom 3 (N): 0.415, atom 4 (N): -0.165, atom 5 (N): -0.698, atom 6 (O): -0.361, atom 7 (F): -0.224, atom 8 (H): 0.206

=====

6.
A molecular structure, C32H49GaIN3O5PSi3, computed with wB97M-V/def2-TZVPD.

- DFT total energy (Ha) = -5221.6597
- energy above the lowest of the compared OMol25 structures with the same formula, charge and spin (eV) = 0.000
- HOMO (eV) = -10.7
- HOMO-LUMO gap (eV) = 8.53
- net charge = +1
- spin multiplicity = 1

Geometry (Å):
Ga (0.020, 0.488, -0.729)
O (0.034, 0.880, 1.558)
C (-0.664, -0.145, 1.568)
O (-1.050, -0.626, 0.429)
C (-1.038, -0.852, 2.837)
P (-1.102, -2.699, 2.679)
C (-2.873, -3.023, 2.325)
C (-3.370, -4.306, 2.560)
C (-4.666, -4.644, 2.201)
C (-5.493, -3.704, 1.600)
C (-5.015, -2.423, 1.371)
C (-3.715, -2.085, 1.729)
C (-1.029, -3.168, 4.441)
C (-1.911, -2.667, 5.400)
C (-1.812, -3.068, 6.721)
C (-0.834, -3.983, 7.099)
C (0.043, -4.490, 6.155)
C (-0.054, -4.081, 4.830)
H (-1.978, -0.437, 3.212)
H (-0.263, -0.614, 3.564)
H (-2.741, -5.048, 3.040)
H (-5.034, -5.642, 2.400)
H (-6.506, -3.966, 1.325)
H (-5.661, -1.677, 0.924)
H (-3.362, -1.080, 1.544)
H (-2.692, -1.971, 5.114)
H (-2.499, -2.673, 7.458)
H (-0.760, -4.298, 8.132)
H (0.803, -5.202, 6.446)
H (0.637, -4.470, 4.092)
C (4.834, 0.174, -0.438)
Si (3.104, -0.538, -0.605)
C (3.266, -2.013, -1.746)
C (2.528, -1.173, 1.063)
C (1.899, 0.776, -1.266)
Si (2.032, 0.966, -3.155)
C (0.935, 2.375, -3.750)
C (3.791, 1.286, -3.724)
C (1.510, -0.564, -4.123)
Si (2.201, 2.457, -0.453)
C (3.429, 3.600, -1.279)
C (2.637, 2.474, 1.366)
C (0.477, 3.292, -0.576)
C (0.247, 4.661, -0.515)
C (-1.047, 5.151, -0.572)
C (-2.105, 4.260, -0.684)
C (-1.822, 2.912, -0.747)
N (-0.569, 2.452, -0.701)
H (5.505, -0.614, -0.085)
H (4.911, 1.001, 0.270)
H (5.219, 0.520, -1.399)
H (3.826, -2.791, -1.219)
H (3.826, -1.776, -2.653)
H (2.304, -2.432, -2.040)
H (3.306, -1.803, 1.503)
H (1.633, -1.796, 0.954)
H (2.307, -0.369, 1.766)
H (1.214, 3.347, -3.338)
H (-0.117, 2.206, -3.507)
H (1.017, 2.450, -4.838)
H (4.293, 2.118, -3.233)
H (3.764, 1.503, -4.796)
H (4.408, 0.394, -3.595)
H (0.842, -1.229, -3.577)
H (2.385, -1.158, -4.393)
H (1.053, -0.250, -5.069)
H (4.435, 3.177, -1.230)
H (3.454, 4.537, -0.716)
H (3.210, 3.836, -2.320)
H (3.567, 1.945, 1.578)
H (1.852, 2.054, 1.990)
H (2.787, 3.517, 1.658)
H (1.086, 5.339, -0.427)
H (-1.233, 6.217, -0.528)
H (-3.129, 4.601, -0.724)
H (-2.602, 2.169, -0.844)
N (-1.216, -5.524, -0.870)
C (-0.956, -4.138, -0.502)
C (-0.281, -3.401, -1.645)
O (0.208, -4.177, -2.596)
O (-0.155, -2.196, -1.677)
H (-1.078, -6.155, -0.093)
H (-0.064, -5.092, -2.349)
H (-2.162, -5.649, -1.206)
H (-0.249, -4.095, 0.331)
H (-1.832, -3.568, -0.187)
N (-1.738, -0.881, -4.055)
C (-2.005, -0.611, -2.797)
O (-1.398, 0.272, -2.157)
C (-3.116, -1.326, -2.073)
I (-3.750, -3.188, -2.879)
H (-0.946, -0.435, -4.496)
H (-2.222, -1.622, -4.537)
H (-3.992, -0.679, -2.062)
H (-2.781, -1.499, -1.053)

Here are the Mulliken charges for atoms 1 to 8, given in e: atom 1 (Ga): -4.073, atom 2 (O): -0.734, atom 3 (C): 0.614, atom 4 (O): 0.553, atom 5 (C): -1.674, atom 6 (P): 0.389, atom 7 (C): 0.390, atom 8 (C): -0.805

=====

7.
A molecular structure, N3O3S, computed with wB97M-V/def2-TZVPD.

- DFT total energy (Ha) = -788.0374
- energy above the lowest of the compared OMol25 structures with the same formula, charge and spin (eV) = 1.715
- HOMO (eV) = -4.4
- HOMO-LUMO gap (eV) = 8.16
- net charge = -1
- spin multiplicity = 1

Geometry (Å):
N (-0.542, 0.066, 0.549)
N (0.059, -1.923, -0.629)
N (-0.208, 1.278, 0.791)
O (0.568, 1.797, -0.029)
O (0.509, -2.721, -1.571)
O (-0.641, 1.846, 1.745)
S (0.255, -0.343, -0.856)

Quick look at the Mulliken charges, all values in e: atom 1 (N): -0.512, atom 2 (N): 0.053, atom 3 (N): 1.266, atom 4 (O): -0.736, atom 5 (O): -0.466, atom 6 (O): -0.753, atom 7 (S): 0.147

=====

8.
C4H6BrF in the gas phase, computed with wB97M-V/def2-TZVPD.

- DFT total energy (Ha) = -2829.7408
- energy above the lowest of the compared OMol25 structures with the same formula, charge and spin (eV) = 2.918
- HOMO (spin up / spin down) (eV) = -8.7 / -8.4
- HOMO-LUMO gap (spin up / spin down) (eV) = 8.62 / 8.07
- spin multiplicity = 1

Geometry (Å):
C (0.159, -0.036, 1.237)
C (-0.571, 0.705, 0.152)
C (1.539, -0.743, 0.585)
C (-1.242, 0.045, -1.045)
F (1.281, -1.700, -0.307)
Br (2.797, 0.492, -0.171)
H (0.521, 0.756, 2.021)
H (-0.557, -0.778, 1.669)
H (0.035, 1.554, -0.159)
H (-1.470, 0.942, -1.687)
H (-2.034, -0.616, -0.728)
H (-0.459, -0.622, -1.567)

Here are the Mulliken charges for atoms 1 to 8, given in e: atom 1 (C): -0.359, atom 2 (C): -0.395, atom 3 (C): 0.143, atom 4 (C): -0.794, atom 5 (F): -0.164, atom 6 (Br): -0.132, atom 7 (H): 0.251, atom 8 (H): 0.334

=====

9.
2 unconnected molecules or ions with the total composition C23H31BrNO4P, computed with wB97M-V/def2-TZVPD.

- DFT total energy (Ha) = -4165.9326
- HOMO (eV) = -7.3
- HOMO-LUMO gap (eV) = 5.87
- spin multiplicity = 1
- SMILES = CC(C)=CCC[C@H](C)CCc1ccc(P(O)Br)c2c1C(=O)C=CC2=O.CNC(C)=O

Geometry (Å):
C (-0.268, -1.480, -4.705)
C (1.021, -0.570, -4.799)
C (0.993, 0.878, -4.161)
C (2.209, -0.966, -5.445)
C (3.528, -1.413, -4.742)
C (3.328, -2.669, -3.807)
C (3.303, -2.238, -2.278)
C (4.647, -2.619, -1.541)
C (2.130, -3.053, -1.559)
C (1.922, -2.647, -0.055)
C (0.804, -1.587, 0.194)
C (-0.082, -1.142, -0.875)
C (-1.124, -0.172, -0.558)
C (-1.263, 0.328, 0.816)
P (-2.651, 1.543, 1.141)
O (-3.377, 1.911, -0.332)
Br (-4.193, 0.293, 2.277)
C (-0.391, -0.093, 1.904)
C (0.665, -1.081, 1.572)
C (1.549, -1.552, 2.745)
O (2.050, -2.650, 2.851)
C (1.792, -0.561, 3.931)
C (0.807, 0.330, 4.204)
C (-0.497, 0.405, 3.360)
O (-1.500, 0.810, 3.897)
H (0.030, -2.459, -4.246)
H (-0.955, -0.949, -3.990)
H (-0.781, -1.617, -5.692)
H (1.101, 1.675, -4.931)
H (1.816, 0.917, -3.389)
H (0.024, 0.959, -3.590)
H (2.220, -0.928, -6.571)
H (4.249, -1.719, -5.551)
H (4.039, -0.591, -4.161)
H (4.146, -3.429, -3.913)
H (2.365, -3.185, -4.073)
H (3.030, -1.156, -2.200)
H (5.548, -2.520, -2.198)
H (4.590, -3.695, -1.210)
H (4.733, -1.994, -0.609)
H (1.195, -3.067, -2.172)
H (2.499, -4.121, -1.547)
H (1.598, -3.578, 0.493)
H (2.844, -2.296, 0.466)
H (-0.031, -1.494, -1.925)
H (-1.813, 0.170, -1.364)
H (-3.720, 1.058, -0.676)
H (2.715, -0.614, 4.551)
H (0.928, 1.030, 5.057)
C (-3.602, 3.614, 4.505)
N (-5.038, 3.700, 4.319)
C (-5.903, 4.599, 4.860)
C (-5.331, 5.652, 5.776)
O (-7.096, 4.537, 4.602)
H (-3.123, 3.710, 3.529)
H (-3.369, 2.633, 4.922)
H (-3.228, 4.387, 5.169)
H (-5.484, 3.024, 3.717)
H (-6.134, 6.294, 6.131)
H (-4.855, 5.181, 6.638)
H (-4.608, 6.265, 5.236)

Here are the Mulliken charges for atoms 1 to 8, given in e: atom 1 (C): -0.945, atom 2 (C): 0.584, atom 3 (C): -0.790, atom 4 (C): -0.858, atom 5 (C): -0.686, atom 6 (C): -1.043, atom 7 (C): 0.730, atom 8 (C): -1.458